[1]
{
  "formula": "CH2F2N2",
  "method": "ωB97M-V/def2-TZVPD",
  "e_homo_ev": -11.15,
  "relative_energy_ev": 1.053,
  "smiles": "FC1(F)NN1",
  "e_tot_ev": -9482.563,
  "elements": ["C", "N", "N", "F", "F", "H", "H"],
  "positions_angstrom": [[-1.282, 0.025, -0.004], [-0.137, 0.031, 0.745], [-0.091, 0.004, -0.729], [-2.117, -1.110, -0.013], [-2.034, 1.074, -0.006], [0.140, 0.954, 0.930], [0.158, -0.949, -0.836]],
  "forces_ev_per_a": [[-0.98, -2.39, -0.14], [0.48, -1.20, 1.56], [-0.13, 0.21, -1.13], [1.47, 1.60, 0.24], [-1.16, 1.37, -0.43], [0.13, 1.55, 1.01], [0.19, -1.14, -1.11]]
}



[2]
{
  "formula": "C2H4F2N2O2",
  "method": "ωB97M-V/def2-TZVPD",
  "e_homo_ev": [-7.77, -8.94],
  "relative_energy_ev": 2.991,
  "e_tot_ev": -14645.210,
  "elements": ["C", "C", "N", "N", "O", "O", "F", "F", "H", "H", "H", "H"],
  "positions_angstrom": [[-0.685, -0.711, -0.667], [1.876, -0.039, 0.206], [-2.564, 0.665, -0.030], [-1.186, 0.293, -0.027], [-0.898, -1.625, -1.374], [2.568, -1.054, 0.693], [2.493, 0.654, -0.797], [1.538, 0.927, 1.150], [-3.142, -0.106, 0.298], [-2.870, 0.924, -0.965], [-0.602, 0.902, 0.538], [3.472, -0.830, 0.975]],
  "forces_ev_per_a": [[3.05, -0.48, 0.21], [-1.70, 0.65, -0.82], [-0.24, -0.08, -0.05], [-1.32, 1.17, 0.54], [-0.73, 0.18, -0.02], [0.13, -0.21, 0.14], [-0.01, -0.49, 0.58], [0.32, -0.52, -0.25], [0.25, 0.07, -0.05], [0.25, -0.12, 0.11], [0.04, -0.44, -0.29], [-0.06, 0.27, -0.10]]
}